This record from OMol25 describes C2H2OS in the gas phase. The level of theory is ωB97M-V with the def2-TZVPD basis set.

Output
2S+1: 3
HOMO energy (spin up / spin down) in eV: -7.212 / -10.521
Energy above the lowest of the compared OMol25 structures with the same formula, charge and spin in eV: 2.664
Total charge: 0

Positions of all 6 atoms, in Å:
C  -0.124  0.834  -1.366
C  0.408  -0.110  -0.809
O  -0.003  -0.744  1.838
S  0.740  -1.406  0.231
H  -0.149  1.817  -1.618
H  -0.871  -0.390  1.724

---

This record from OMol25 describes 6 unconnected molecules or ions with the total composition C13H38O6. The level of theory is ωB97M-V with the def2-TZVPD basis set.

Output
2S+1: 1
HOMO energy in eV: -9.493
Energy above the lowest of the compared OMol25 structures with the same formula, charge and spin in eV: 2.587
SMILES string: CC(C)O.CCO.CCO.CCO.CCO.CCO
Total charge: 0

Positions of all 57 atoms, in Å:
C  1.035  2.547  4.231
C  0.741  3.395  2.967
C  -0.436  2.934  2.204
O  0.672  4.784  3.224
H  0.542  2.843  5.157
H  2.089  2.687  4.473
H  1.029  1.504  3.915
H  1.583  3.250  2.290
H  -0.690  3.538  1.333
H  -1.365  2.915  2.774
H  -0.026  1.956  1.951
H  0.330  5.245  2.454
C  2.408  -0.687  -4.048
C  2.050  -2.112  -4.349
O  1.090  -2.604  -3.457
H  1.608  0.026  -4.244
H  3.276  -0.417  -4.649
H  2.674  -0.543  -3.000
H  2.978  -2.673  -4.460
H  1.719  -2.005  -5.382
H  0.826  -3.513  -3.612
C  -4.377  -0.223  0.009
C  -5.351  -1.130  0.726
O  -5.416  -2.313  -0.181
H  -3.877  0.527  0.622
H  -4.864  0.273  -0.831
H  -3.545  -0.797  -0.398
H  -6.356  -0.745  0.896
H  -4.866  -1.316  1.685
H  -6.005  -2.233  -0.934
C  0.164  3.278  -1.410
C  1.589  3.216  -1.827
O  2.506  3.030  -0.737
H  -0.102  2.400  -0.821
H  -0.383  3.173  -2.347
H  -0.076  4.241  -0.959
H  1.861  4.145  -2.328
H  1.729  2.424  -2.563
H  3.108  3.776  -0.692
C  -0.948  -1.091  0.748
C  -0.373  -0.970  -0.673
O  0.546  -1.991  -0.824
H  -1.662  -0.295  0.961
H  -0.165  -1.290  1.479
H  -1.514  -2.020  0.808
H  0.126  -0.005  -0.761
H  -1.094  -1.043  -1.487
H  0.729  -2.237  -1.734
C  1.683  -3.074  2.027
C  1.834  -4.517  1.465
O  0.836  -4.528  0.479
H  2.434  -2.792  2.765
H  0.727  -2.965  2.541
H  1.701  -2.401  1.170
H  1.593  -5.173  2.301
H  2.833  -4.699  1.068
H  0.842  -3.706  -0.016

---

This record from OMol25 describes 8 unconnected molecules or ions with the total composition C28H77N5O9. The level of theory is ωB97M-V with the def2-TZVPD basis set.

Output
2S+1: 1
HOMO energy in eV: -8.943
Energy above the lowest of the compared OMol25 structures with the same formula, charge and spin in eV: 0.684
SMILES string: COC[C@H](C)N.COC[C@H](C)N.COC[C@H](C)N.COC[C@H](C)N.COC[C@H](C)N.CC(C)O.CC(C)O.OCCO
Total charge: 0

Positions of all 119 atoms, in Å:
C  -7.076  -1.302  0.708
O  -6.519  -0.558  1.786
C  -5.285  -1.090  2.279
C  -4.477  0.022  2.963
C  -4.120  1.121  1.910
N  -3.289  -0.447  3.647
H  -6.257  -1.521  0.034
H  -7.714  -0.585  0.184
H  -7.570  -2.168  1.086
H  -5.478  -1.898  2.998
H  -4.640  -1.531  1.481
H  -5.085  0.585  3.713
H  -5.059  1.351  1.394
H  -3.452  0.671  1.147
H  -3.688  2.021  2.368
H  -3.442  -1.065  4.418
H  -2.616  -0.877  3.024
C  0.310  6.680  2.044
O  1.574  6.393  1.451
C  1.569  5.181  0.744
C  3.057  4.929  0.347
C  3.290  3.504  -0.214
N  4.014  5.172  1.488
H  0.451  7.634  2.564
H  -0.018  5.884  2.729
H  -0.492  6.869  1.318
H  1.205  4.319  1.357
H  0.987  5.151  -0.175
H  3.416  5.669  -0.425
H  4.318  3.476  -0.582
H  2.588  3.372  -1.068
H  3.175  2.677  0.463
H  3.628  4.843  2.387
H  4.122  6.185  1.589
C  2.220  -0.064  -3.061
O  2.166  -1.491  -3.163
C  2.371  -1.927  -4.457
C  2.662  -3.428  -4.519
C  3.856  -3.771  -3.563
N  2.928  -3.880  -5.908
H  3.236  0.254  -3.294
H  1.888  0.315  -2.092
H  1.485  0.422  -3.712
H  1.537  -1.760  -5.155
H  3.203  -1.416  -4.983
H  1.789  -3.999  -4.116
H  3.974  -4.871  -3.540
H  3.590  -3.442  -2.585
H  4.784  -3.326  -3.908
H  2.091  -3.852  -6.500
H  3.228  -4.833  -5.789
C  4.416  -0.922  4.538
O  3.683  -0.773  3.383
C  4.067  -1.532  2.229
C  3.076  -1.336  1.105
C  3.338  -2.336  0.009
N  3.079  0.029  0.597
H  4.501  -1.972  4.872
H  3.885  -0.404  5.328
H  5.444  -0.494  4.435
H  5.090  -1.267  1.907
H  4.161  -2.550  2.533
H  2.055  -1.484  1.492
H  2.944  -3.338  0.232
H  4.381  -2.373  -0.378
H  2.822  -1.959  -0.880
H  3.960  0.227  0.151
H  2.957  0.678  1.407
C  -2.127  -0.075  -4.719
O  -2.114  -1.237  -3.926
C  -1.108  -1.148  -2.924
C  -1.612  -2.111  -1.846
C  -2.834  -1.777  -1.069
N  -0.538  -2.443  -0.851
H  -2.928  -0.139  -5.431
H  -1.226  -0.020  -5.331
H  -2.171  0.901  -4.240
H  -0.141  -1.573  -3.222
H  -1.010  -0.110  -2.526
H  -1.744  -3.090  -2.355
H  -2.998  -2.548  -0.316
H  -3.733  -1.778  -1.714
H  -2.722  -0.841  -0.503
H  0.089  -3.148  -1.248
H  0.004  -1.573  -0.732
C  -0.972  3.293  -2.000
C  -2.331  3.313  -1.415
C  -2.453  4.111  -0.022
O  -3.066  3.961  -2.425
H  -0.696  4.312  -2.225
H  -1.018  2.800  -2.954
H  -0.272  2.828  -1.300
H  -2.757  2.325  -1.209
H  -3.490  4.105  0.268
H  -1.995  5.071  -0.090
H  -1.904  3.479  0.664
H  -3.996  3.976  -2.105
C  -1.435  -5.009  2.079
C  -1.072  -3.689  2.715
C  0.393  -3.571  3.032
O  -1.499  -2.641  1.899
H  -0.931  -5.849  2.611
H  -1.070  -5.086  1.045
H  -2.505  -5.172  1.938
H  -1.688  -3.621  3.583
H  0.804  -2.714  3.522
H  0.924  -3.770  2.090
H  0.757  -4.427  3.642
H  -1.077  -2.665  0.987
O  0.207  0.286  -0.123
C  -0.561  0.481  1.079
C  -0.109  1.686  1.862
O  1.149  1.441  2.465
H  1.123  0.268  0.117
H  -1.621  0.509  0.795
H  -0.399  -0.431  1.683
H  -0.874  1.977  2.545
H  -0.026  2.489  1.169
H  1.079  0.854  3.256